Density functional theory data (ωB97M-V with the def2-TZVPD basis set) for a cluster of 2 separate species, C3H11NOS2 in total in a non-equilibrium geometry.

Element x y z (Å)
N (-1.26, -1.18, -1.29)
C (0.11, -0.77, -0.92)
C (0.43, -0.55, 0.60)
C (1.08, 0.79, 0.98)
S (2.74, 0.46, 1.54)
S (3.90, 2.06, 1.03)
H (-1.40, -0.81, -2.24)
H (-1.36, -2.19, -1.27)
H (0.14, 0.28, -1.32)
H (0.98, -1.32, -1.32)
H (1.14, -1.45, 0.88)
H (-0.46, -0.76, 1.22)
H (0.45, 1.23, 1.82)
H (1.00, 1.35, 0.04)
H (4.93, 2.03, 1.89)
O (-4.42, 0.43, -0.75)
H (-3.61, 0.06, -1.11)
H (-4.40, 0.35, 0.21)

**Multiplicity**: 1
**SMILES string**: NCCCSS.O
**M**: 141.26 g mol⁻¹
**E_HOMO**: -8.15 eV
**F_max**: 3.46 eV/A
**Relative energy (zero: lowest compared OMol25 entry of this formula, charge and spin)**: 122.2 kJ/mol
**Calculated total energy**: -1047.22081 Eh